1.
A 2-piece molecular cluster, C5H14NO overall at a distorted geometry, computed with ωB97M-V/def2-TZVPD.

Output
Energy relative to the best compared isomer or geometry (same formula, charge and spin) = 55.6 kcal per mole
HOMO energy = -13.1 eV
HOMO-LUMO gap = 9.88 eV
E_LUMO = -0.1201 Eh
Total charge = +1
F_max = 4.33 eV/Å

Last column: Mulliken charge in e.
Element x y z (Å)
1 C -1.75 -0.60 -1.47  -1.588
2 C -0.61 -0.07 -0.63  0.273
3 C 0.21 -1.22 0.06  -0.322
4 C 1.59 -0.92 -0.31  -0.025
5 C 2.71 -1.35 0.30  -0.929
6 N -1.34 0.94 0.30  -0.288
7 H -2.56 -1.22 -0.86  0.347
8 H -2.25 0.09 -2.21  0.385
9 H -1.56 -1.44 -2.19  0.410
10 H 0.04 0.64 -1.30  0.306
11 H -0.15 -2.19 -0.30  0.337
12 H 0.11 -1.22 1.17  0.348
13 H 1.83 -0.29 -1.23  0.207
14 H 3.74 -0.97 0.03  0.238
15 H 2.79 -1.97 1.17  0.307
16 H -0.63 1.55 0.82  0.232
17 H -1.86 0.44 1.06  0.405
18 H -1.94 1.58 -0.13  0.377
19 H 0.40 3.42 1.37  0.366
20 H 1.03 2.33 2.49  0.357
21 O 0.22 2.50 1.86  -0.743

***

2.
C55H53N3O2P2PbS as an isolated structure, computed with ωB97M-V/def2-TZVPD.

Output
Energy relative to the best compared isomer or geometry (same formula, charge and spin) = 0.0 kcal per mole
HOMO energy (spin up / spin down) = -12.0 / -12.0 eV
HOMO-LUMO gap (spin up / spin down) = 5.17 / 4.28 eV
E_LUMO (spin up / spin down) = -0.2510 / -0.2841 Eh
Total charge = +2
F_max = 0.41 eV/Å

Last column: Mulliken charge in e.
Element x y z (Å)
1 Pb -2.08 -0.53 -1.24  1.251
2 N -2.78 -2.88 -2.03  -0.338
3 C -3.71 -2.83 -3.12  0.589
4 C -3.35 -3.36 -4.35  -0.670
5 C -4.22 -3.27 -5.42  -0.769
6 C -5.45 -2.64 -5.27  -0.750
7 C -5.80 -2.13 -4.04  -0.938
8 C -4.94 -2.21 -2.94  0.694
9 C -5.37 -1.66 -1.63  0.260
10 C -6.68 -1.85 -1.19  -0.482
11 C -7.17 -1.26 -0.03  -0.947
12 C -6.35 -0.44 0.74  -0.549
13 C -5.03 -0.25 0.36  -0.168
14 C -4.59 -0.90 -0.77  0.182
15 H -1.93 -3.38 -2.27  0.110
16 H -3.16 -3.30 -1.18  0.293
17 H -2.39 -3.84 -4.46  0.414
18 H -3.93 -3.69 -6.38  0.409
19 H -6.12 -2.56 -6.11  0.429
20 H -6.75 -1.62 -3.92  0.553
21 H -7.33 -2.49 -1.78  0.604
22 H -8.20 -1.43 0.27  0.410
23 H -6.72 0.06 1.63  0.497
24 H -4.39 0.40 0.95  0.430
25 C 0.02 5.08 4.52  -0.839
26 S -0.60 3.59 5.33  -0.089
27 C 0.83 2.48 5.12  -1.092
28 C 0.59 1.33 4.14  -0.482
29 C 0.16 1.82 2.76  -0.753
30 N 0.00 0.71 1.80  0.447
31 P 1.05 0.54 0.43  -0.156
32 C 2.69 0.94 1.09  1.806
33 C 3.32 2.18 1.00  -0.294
34 C 4.57 2.37 1.56  -1.162
35 C 5.22 1.33 2.22  -0.730
36 C 4.61 0.08 2.30  -0.765
37 C 3.36 -0.11 1.73  -0.643
38 C 0.63 1.97 -0.63  0.392
39 C 1.41 2.21 -1.77  0.107
40 C 1.08 3.23 -2.65  -0.796
41 C -0.05 4.00 -2.43  -1.012
42 C -0.84 3.76 -1.32  -0.689
43 C -0.50 2.76 -0.42  -0.660
44 P -1.44 -0.18 1.63  -0.153
45 C -2.60 0.62 2.79  1.973
46 C -3.12 1.87 2.46  -0.243
47 C -4.00 2.51 3.31  -1.243
48 C -4.40 1.89 4.49  -0.925
49 C -3.91 0.64 4.81  -0.835
50 C -3.01 0.00 3.96  -1.129
51 C -1.16 -1.82 2.33  1.254
52 C 0.00 -2.14 3.02  -0.488
53 C 0.17 -3.43 3.52  -0.679
54 C -0.81 -4.39 3.33  -0.840
55 C -1.97 -4.07 2.64  -0.704
56 C -2.15 -2.79 2.14  -0.660
57 H -0.77 5.82 4.56  0.372
58 H 0.28 4.89 3.48  0.202
59 H 0.89 5.47 5.06  0.318
60 H 1.06 2.08 6.10  0.519
61 H 1.68 3.09 4.80  0.441
62 H -0.18 0.67 4.54  0.212
63 H 1.51 0.76 4.03  0.084
64 H 0.91 2.51 2.36  0.707
65 H -0.76 2.39 2.86  0.610
66 H 2.83 3.01 0.49  0.533
67 H 5.05 3.34 1.49  0.530
68 H 6.19 1.49 2.66  0.457
69 H 5.11 -0.74 2.79  0.481
70 H 2.89 -1.09 1.78  0.317
71 H 2.29 1.60 -1.96  0.016
72 H 1.71 3.41 -3.51  0.597
73 H -0.31 4.80 -3.12  0.429
74 H -1.72 4.37 -1.14  0.519
75 H -1.10 2.61 0.47  0.052
76 H -2.83 2.37 1.54  0.363
77 H -4.38 3.50 3.05  0.522
78 H -5.10 2.39 5.15  0.498
79 H -4.23 0.15 5.72  0.468
80 H -2.62 -0.97 4.24  0.474
81 H 0.76 -1.39 3.18  0.190
82 H 1.07 -3.68 4.08  0.480
83 H -0.68 -5.39 3.73  0.402
84 H -2.75 -4.82 2.50  0.478
85 H -3.06 -2.53 1.61  0.521
86 C 5.17 2.13 -5.60  -1.672
87 C 4.94 1.56 -4.23  1.384
88 C 5.76 1.95 -3.17  -1.056
89 C 5.61 1.43 -1.89  -1.221
90 C 4.66 0.46 -1.65  0.040
91 C 3.83 0.06 -2.71  -0.702
92 N 2.82 -0.88 -2.47  0.235
93 C 2.92 -1.95 -1.65  0.464
94 C 4.18 -2.54 -1.35  -0.388
95 C 4.24 -3.66 -0.55  -0.892
96 C 3.07 -4.21 -0.03  -0.941
97 C 1.82 -3.64 -0.32  -0.330
98 C 1.73 -2.53 -1.12  0.374
99 C 0.39 -1.89 -1.36  1.594
100 O 0.23 -1.03 -2.27  -1.036
101 O -0.55 -2.23 -0.60  -0.743
102 C 3.94 0.61 -4.01  1.172
103 C 3.07 0.11 -5.13  -1.876
104 H 5.90 2.93 -5.57  0.431
105 H 4.25 2.53 -6.03  0.337
106 H 5.53 1.36 -6.29  0.351
107 H 6.53 2.69 -3.35  0.432
108 H 6.24 1.78 -1.08  0.545
109 H 4.50 0.05 -0.66  0.574
110 H 1.84 -0.67 -2.73  0.614
111 H 5.07 -2.13 -1.80  0.537
112 H 5.20 -4.12 -0.35  0.477
113 H 3.12 -5.09 0.59  0.483
114 H 0.91 -4.05 0.09  0.525
115 H 2.13 -0.31 -4.78  0.211
116 H 3.59 -0.66 -5.70  0.360
117 H 2.84 0.92 -5.83  0.495

***

3.
An isolated molecule of C21H37F2N2O11P3 at a distorted geometry, computed with ωB97M-V/def2-TZVPD.

Output
SMILES = C#CC[C@@](N(CCCC)CC(=O)OC(C)=O)(C(F)(F)O[C@](CCCCN)(C[C@H]1CO1)PP(=O)(O)O)P(=O)(O)O
HOMO energy = -9.1 eV
HOMO-LUMO gap = 9.38 eV
E_LUMO = 0.0110 Eh
Total charge = 0
F_max = 2.91 eV/Å

Last column: Mulliken charge in e.
Element x y z (Å)
1 C 2.49 3.47 0.14  -0.656
2 C 2.36 2.55 -0.62  -0.535
3 C 2.20 1.41 -1.52  -1.312
4 C 1.28 0.26 -1.04  1.081
5 N 1.51 -0.23 0.30  1.085
6 C 1.00 -1.54 0.71  -1.285
7 C 0.34 -1.53 2.08  -0.600
8 C -0.47 -2.80 2.38  -0.232
9 C 0.06 -4.08 1.75  -1.296
10 C 2.69 0.14 1.06  -1.053
11 C 4.07 -0.18 0.51  0.493
12 O 4.80 0.61 0.00  -0.597
13 O 4.45 -1.45 0.75  -0.277
14 C 5.71 -1.81 0.22  0.728
15 C 5.80 -2.02 -1.25  -0.801
16 O 6.60 -1.95 0.99  -0.537
17 C -0.18 0.73 -1.29  -1.598
18 F -0.32 2.04 -1.04  -0.284
19 F -0.41 0.63 -2.63  -0.366
20 O -1.11 -0.03 -0.65  0.485
21 C -2.35 0.58 -0.24  1.074
22 C -2.11 1.59 0.94  -0.529
23 C -2.46 3.06 0.76  -0.506
24 C -1.95 3.86 1.98  -1.335
25 C -0.45 4.05 1.97  0.027
26 N 0.01 5.11 2.88  -0.640
27 C -3.22 -0.54 0.37  -2.060
28 C -3.32 -1.82 -0.47  1.491
29 C -3.78 -3.16 0.31  -1.435
30 O -4.57 -2.23 -0.69  -0.480
31 P -3.39 1.45 -1.54  -0.379
32 P -3.72 0.08 -3.20  0.979
33 O -5.01 -0.61 -3.12  -0.685
34 O -2.47 -0.90 -3.38  -0.344
35 O -3.68 1.08 -4.45  -0.541
36 P 1.65 -1.08 -2.35  1.003
37 O 2.11 -0.52 -3.62  -0.881
38 O 0.40 -2.06 -2.54  -0.738
39 O 2.77 -2.01 -1.69  -0.414
40 H 2.72 4.28 0.78  0.519
41 H 1.80 1.77 -2.47  0.869
42 H 3.18 1.02 -1.77  0.657
43 H 1.82 -2.27 0.69  0.578
44 H 0.26 -1.91 0.01  0.566
45 H 1.13 -1.52 2.83  0.612
46 H -0.28 -0.63 2.17  -0.055
47 H -0.42 -2.94 3.46  0.564
48 H -1.52 -2.66 2.14  -0.140
49 H 1.15 -4.12 1.73  0.290
50 H -0.29 -4.97 2.27  0.452
51 H -0.29 -4.18 0.72  0.248
52 H 2.69 1.19 1.31  0.463
53 H 2.65 -0.37 2.02  0.789
54 H 5.48 -1.11 -1.75  0.288
55 H 5.19 -2.84 -1.59  0.208
56 H 6.85 -2.16 -1.47  0.348
57 H -1.05 1.53 1.14  -0.220
58 H -2.63 1.23 1.83  0.665
59 H -3.54 3.22 0.73  0.464
60 H -1.97 3.51 -0.10  0.307
61 H -2.30 3.40 2.91  0.384
62 H -2.43 4.84 1.93  0.513
63 H 0.05 3.11 2.22  0.174
64 H -0.15 4.29 0.95  0.035
65 H 0.71 4.74 3.51  0.256
66 H -0.76 5.44 3.46  0.258
67 H -2.72 -0.82 1.30  0.969
68 H -4.24 -0.20 0.51  0.340
69 H -2.55 -1.98 -1.21  0.305
70 H -4.68 -3.68 0.66  0.444
71 H -3.68 -2.62 1.28  0.303
72 H -2.52 2.36 -2.15  0.067
73 H -2.48 -1.35 -4.23  0.337
74 H -4.43 0.85 -5.03  0.355
75 H -0.43 -1.74 -2.17  0.474
76 H 2.40 -2.86 -1.44  0.265